1.
C43H43N4O4SSbW | ωB97M-V with the def2-TZVPD basis set

The geometry in ORCA input format:
```
! RIJCOSX wB97M-V def2-TZVPD def2/J DEFGRID3
* xyz 0 3
W 0.23150 -0.01188 -1.19666
C -2.47205 -1.13576 0.81137
O -1.41184 -0.19213 0.62597
C -1.00856 0.53185 1.72836
C -1.68747 0.53914 2.93136
C -1.21027 1.30255 3.98558
C -0.05146 2.05049 3.83651
C 0.62318 2.05840 2.63095
C 0.14889 1.30710 1.55417
N 0.74328 1.30172 0.28235
N 1.74917 2.13878 0.15646
C 2.29229 2.49923 -1.00181
C 1.75424 2.24571 -2.30682
O 0.78086 1.38574 -2.47632
C 2.20374 3.00246 -3.40453
C 3.20281 3.92006 -3.27752
C 3.87960 4.09776 -2.03806
C 4.96373 4.98641 -1.90956
C 5.63569 5.10800 -0.72002
C 5.25548 4.32887 0.37935
C 4.18440 3.47152 0.28370
C 3.46024 3.35964 -0.91136
H -3.41617 -0.61680 0.99036
H -2.24109 -1.81105 1.63340
H -2.53082 -1.70526 -0.11194
H -2.57890 -0.05634 3.06188
H -1.74665 1.30151 4.92443
H 0.32794 2.63004 4.66716
H 1.52862 2.63110 2.50053
H 1.71363 2.83873 -4.35607
H 3.50612 4.50871 -4.13392
H 5.26526 5.56908 -2.77157
H 6.46879 5.79259 -0.63125
H 5.80658 4.40523 1.30737
H 3.88903 2.85687 1.12257
N -1.50455 1.73645 -1.42323
C -2.87556 1.41864 -1.17387
C -3.62920 2.20457 -0.31561
C -4.96011 1.90492 -0.07345
C -5.53496 0.81190 -0.70222
C -4.77914 0.03221 -1.56226
C -3.43871 0.31873 -1.82225
C -2.64144 -0.56170 -2.70973
C -3.27536 -1.11970 -3.82207
C -2.63838 -2.05260 -4.62002
C -1.37152 -2.49074 -4.26559
C -0.73924 -1.93286 -3.16658
C -1.30720 -0.90524 -2.39025
H -1.36019 1.87685 -2.41904
H -1.23807 2.58480 -0.93631
H -3.16729 3.06588 0.15535
H -5.54122 2.52481 0.59580
H -6.57140 0.56113 -0.51957
H -5.22996 -0.83199 -2.03163
H -4.28113 -0.80386 -4.06955
H -3.13865 -2.45762 -5.48990
H -0.87901 -3.26713 -4.83779
H 0.22176 -2.34579 -2.87841
C -1.03463 -3.63838 5.74628
C 0.38509 -3.34668 5.26816
Sb 0.41112 -2.88709 3.11733
C 2.58487 -2.74398 3.07009
C 3.08554 -1.54464 2.26955
C 0.20475 -5.00848 2.61884
C -0.91476 -5.32737 1.63076
H -1.04584 -4.02492 6.76836
H -1.51325 -4.38737 5.10949
H -1.64623 -2.73342 5.72121
H 1.02712 -4.21514 5.43132
H 0.80721 -2.50330 5.81966
H 2.97628 -3.67127 2.65014
H 2.91510 -2.67334 4.10797
H 2.70662 -1.57152 1.24788
H 4.17763 -1.53910 2.21946
H 2.76620 -0.60273 2.72367
H 0.02754 -5.53622 3.55824
H 1.16674 -5.33013 2.21816
H -1.89048 -5.03636 2.02871
H -0.94208 -6.39952 1.41973
H -0.75430 -4.80344 0.69307
O 2.81719 -3.01142 -7.89625
C 3.29224 -3.54255 -6.74643
O 3.79123 -4.63282 -6.76054
C 3.15716 -2.71697 -5.51260
C 2.28051 -1.63985 -5.40109
C 2.14637 -0.95998 -4.20449
C 2.88189 -1.34788 -3.08147
S 2.71125 -0.56257 -1.51398
C 3.79534 -2.39872 -3.20611
C 3.91433 -3.07979 -4.40032
H 2.51631 -2.10694 -7.76708
H 1.65704 -1.32762 -6.23242
H 1.45822 -0.13244 -4.13333
H 4.37925 -2.68448 -2.34145
H 4.59380 -3.91633 -4.49213
N 0.63307 -2.89476 0.25398
C 0.48183 -1.87579 -0.28016
*
```

Values from the calculation:
Gap between HOMO and LUMO (alpha / beta) ... 0.2019 / 0.2093 hartree
ΔE to the lowest compared entry with this formula, charge and spin ... 0.0 kcal/mol
LUMO (alpha / beta) ... -0.062 / -0.067 Ha
HOMO level (alpha / beta) ... -7.183 / -7.506 eV
Electronic energy ... -78636.4519 eV

=====

2.
C43H43N6O2PPbS2Se | ωB97M-V with the def2-TZVPD basis set

The geometry in ORCA input format:
```
! RIJCOSX wB97M-V def2-TZVPD def2/J DEFGRID3
* xyz -2 1
Pb -0.10447 0.41307 -1.82537
N 0.42463 0.35407 0.70923
C 1.07483 -0.78953 1.35553
C 0.08003 -1.79423 1.92833
C -0.72027 -2.55593 0.86373
N -2.11147 -2.11483 0.87203
H 0.97753 1.19667 0.82363
H -0.50257 0.53047 1.10113
H 1.73183 -0.44923 2.16893
H 1.69283 -1.29443 0.60843
H -0.63887 -1.28623 2.57753
H 0.64243 -2.49733 2.54883
H -0.72307 -3.62523 1.10253
H -0.21877 -2.44433 -0.10817
H -2.61617 -2.57373 0.11993
H -2.15567 -1.12283 0.64323
O -4.02277 0.51787 -2.39987
C -3.66227 0.84717 -1.27197
O -2.59947 0.51877 -0.67787
C -4.59207 1.74257 -0.45747
C -5.77567 2.19697 -1.02687
C -6.63957 2.99977 -0.30987
C -6.31387 3.36307 0.98823
C -5.13347 2.92307 1.55883
C -4.26377 2.10507 0.84383
P -2.75877 1.39927 1.63923
C -2.31267 2.90737 2.61673
C -1.45137 3.74927 1.91243
C -0.98107 4.91687 2.48193
C -1.34677 5.24807 3.77733
C -2.19427 4.41377 4.48663
C -2.68307 3.25237 3.91073
C -3.62347 0.40647 2.91923
C -2.89377 0.03797 4.04893
C -3.41657 -0.83793 4.97823
C -4.67587 -1.38453 4.78753
C -5.40457 -1.03923 3.66313
C -4.88167 -0.15813 2.73363
H -6.00957 1.88307 -2.03427
H -7.56797 3.34037 -0.75337
H -7.00287 3.96497 1.56733
H -4.89307 3.21437 2.57303
H -1.14807 3.47247 0.91003
H -0.32247 5.56457 1.92103
H -0.95447 6.14427 4.24063
H -2.47027 4.66647 5.50413
H -3.34857 2.61237 4.47703
H -1.90197 0.44687 4.18483
H -2.83777 -1.11743 5.84753
H -5.07857 -2.08533 5.50713
H -6.39017 -1.46033 3.50613
H -5.45947 0.08787 1.85353
S 2.21053 1.11117 -2.92907
C 2.23443 2.84327 -2.90267
C 3.30433 3.48447 -3.53167
C 3.43263 4.86917 -3.55157
C 4.49533 5.47457 -4.23887
N 5.35153 5.96687 -4.83107
C 2.47233 5.66267 -2.87667
C 1.39863 5.02337 -2.26497
C 1.23533 3.64387 -2.29167
S -0.22647 3.02167 -1.57037
C 2.57803 7.05967 -2.84247
N 2.63943 8.21057 -2.81677
H 4.05203 2.87617 -4.02457
H 0.64543 5.60487 -1.75667
C 1.42443 -1.91163 -4.68577
C -0.04277 -1.89513 -4.55147
N -0.77437 -1.00263 -3.92997
C -2.07337 -1.40903 -4.01747
C -2.13317 -2.57453 -4.71477
N -0.83537 -2.87063 -5.05857
H 1.86493 -2.30783 -3.76777
H 1.80903 -0.90343 -4.80867
H 1.72823 -2.54083 -5.52027
H -2.85317 -0.83813 -3.55347
H -2.95557 -3.20273 -4.98477
H -0.50747 -3.69963 -5.52627
C 7.52953 -5.72693 1.23723
C 6.35433 -4.99073 0.65153
C 6.33273 -3.60703 0.55413
C 5.25933 -2.92893 -0.00407
C 5.26343 -1.43423 -0.07877
C 4.17183 -3.66303 -0.48497
Se 2.70923 -2.80143 -1.31107
C 4.16503 -5.05683 -0.37577
C 2.98533 -5.83373 -0.86587
C 5.25343 -5.69793 0.18583
H 8.28033 -5.03073 1.60843
H 7.99493 -6.36503 0.48223
H 7.20903 -6.36453 2.06383
H 7.17793 -3.03383 0.92383
H 6.20543 -1.01663 0.27743
H 4.44783 -1.03033 0.52183
H 5.08693 -1.10733 -1.10277
H 2.89963 -5.73003 -1.94807
H 2.07203 -5.41633 -0.44347
H 3.05803 -6.88723 -0.60147
H 5.24803 -6.78073 0.26163
*
```

Values from the calculation:
Gap between HOMO and LUMO ... 0.2095 hartree
ΔE to the lowest compared entry with this formula, charge and spin ... 20.6 kcal/mol
LUMO ... 0.146 Ha
HOMO level ... -1.732 eV
Electronic energy ... -159882.8968 eV

=====

3.
C43H44BF3N2O6S | ωB97M-V with the def2-TZVPD basis set

The geometry in ORCA input format:
```
! RIJCOSX wB97M-V def2-TZVPD def2/J DEFGRID3
* xyz 0 1
C -2.96342 6.89099 -3.41237
O -2.44534 5.91113 -4.33658
C -1.62775 4.93539 -3.85532
C -1.31547 4.70667 -2.50997
C -0.87551 3.44892 -2.09522
C -0.77624 3.09186 -0.63176
C -2.03164 2.34431 -0.15352
C -3.19605 3.31884 0.01116
O -3.75964 3.95427 -0.87713
N -3.54269 3.33356 1.33517
C -4.55314 4.24826 1.82262
C -2.64711 2.57569 2.20070
C -1.66047 3.52697 2.88796
C -3.46871 1.73228 3.18678
N -1.94896 1.74755 1.19404
C -1.23049 0.61518 1.41515
C -0.58530 0.24831 2.59713
C 0.31559 -0.80335 2.89087
C 0.87921 -0.86055 4.23344
C 2.13393 -1.47268 4.46388
C 2.69098 -1.59481 5.73527
C 2.07030 -0.99871 6.84212
C 0.84881 -0.33436 6.64665
C 0.26633 -0.27077 5.37753
C -0.61713 2.46163 -3.04382
C -0.86086 2.69183 -4.39784
O -0.97505 1.73066 -5.35296
C -0.83112 0.34905 -4.97384
C -1.20610 3.99275 -4.82402
O -1.43672 4.22352 -6.14702
C -2.73554 3.84896 -6.67547
H -3.49878 7.60376 -4.04306
H -3.64722 6.41262 -2.69686
H -2.13814 7.39254 -2.88703
H -1.48433 5.50710 -1.77983
H 0.10710 2.46197 -0.44724
H -0.64921 4.00751 -0.03321
H -2.30924 1.54930 -0.87078
H -5.21684 4.51884 0.99960
H -5.13846 3.78885 2.62685
H -4.11206 5.18410 2.19216
H -1.27242 4.23898 2.14726
H -2.17734 4.08474 3.68068
H -0.82117 2.96344 3.30947
H -4.19551 1.13340 2.61900
H -2.82289 1.07096 3.76942
H -4.01203 2.40000 3.86504
H -1.10713 0.00304 0.51284
H -0.77257 0.94136 3.41922
H 0.55731 -1.60674 2.18723
H 2.66993 -1.84777 3.59456
H 3.61481 -2.15418 5.88242
H 2.53460 -1.02998 7.82996
H 0.33677 0.13555 7.49166
H -0.69437 0.22868 5.27415
H -0.22832 1.49298 -2.71996
H -1.01563 -0.22104 -5.88209
H 0.17865 0.13894 -4.60050
H -1.56511 0.06693 -4.20790
H -2.67175 4.01412 -7.74981
H -2.92497 2.79953 -6.45444
H -3.50190 4.47672 -6.21931
C 6.53167 -3.45909 0.10026
C 5.14719 -3.24802 0.57187
C 4.58596 -3.56754 1.79041
C 3.14327 -3.43013 1.78309
C 2.60913 -2.85375 0.64300
B 1.22809 -3.14044 -0.47722
C 0.89402 -4.73191 -0.53902
C 1.09683 -5.49377 -1.68836
C 0.94712 -6.89295 -1.64963
C 0.61619 -7.51771 -0.45291
C 0.68895 -9.03127 -0.32718
F 1.67265 -9.41271 0.54460
F -0.48299 -9.56870 0.15485
F 0.95000 -9.64091 -1.51874
C 0.27538 -6.74903 0.66133
C 0.40049 -5.35389 0.59941
O 0.34643 -2.13473 0.14410
C 0.82535 -0.97744 -0.44318
C 1.30521 -1.27974 -1.76947
C 1.94945 -0.28863 -2.51250
C 2.24168 0.91633 -1.86941
C 2.07560 1.06930 -0.49171
C 1.47787 0.03794 0.23088
O 1.49768 -2.60929 -1.87901
S 3.96940 -2.45757 -0.40897
H 7.17679 -3.79077 0.91326
H 6.63613 -4.18117 -0.72372
H 6.91480 -2.50195 -0.26357
H 5.18175 -3.96320 2.61614
H 2.54591 -3.76583 2.62528
H 1.40030 -5.02590 -2.62666
H 1.13945 -7.48382 -2.54326
H -0.05042 -7.22472 1.58024
H 0.16006 -4.73442 1.46171
H 2.28251 -0.51555 -3.53669
H 2.64398 1.76814 -2.42549
H 2.43854 1.94923 0.05843
H 1.60112 -0.06401 1.30474
*
```

Values from the calculation:
Gap between HOMO and LUMO ... 0.1756 hartree
ΔE to the lowest compared entry with this formula, charge and spin ... 67.2 kcal/mol
LUMO ... -0.094 Ha
HOMO level ... -7.338 eV
Electronic energy ... -80231.6455 eV

=====

4.
C43H45ClFIrN7O4 | ωB97M-V with the def2-TZVPD basis set

The geometry in ORCA input format:
```
! RIJCOSX wB97M-V def2-TZVPD def2/J DEFGRID3
* xyz 0 6
Ir 1.08680 -0.77473 -0.21716
O 2.06951 -2.36977 3.63863
C 1.43328 -1.57038 4.33026
C 0.11596 -1.04825 3.92895
C -0.63785 -0.47577 4.96577
C -1.90310 0.01389 4.72707
C -2.43527 -0.21680 3.47098
C -1.74866 -0.74815 2.45334
C -0.40526 -1.12789 2.59710
O 0.26692 -1.65240 1.61843
N -2.75254 0.65749 5.79723
O -3.92226 0.88469 5.55875
O -2.27051 0.79308 6.90334
H 1.72446 -1.31872 5.38177
H -0.36337 -0.40936 5.98470
H -3.49151 0.03637 3.31472
H -2.16413 -0.92290 1.48541
C 3.38958 1.95942 -2.11270
C 2.81457 2.98078 -1.10875
C 3.88416 3.99487 -0.80471
C 1.53240 3.61284 -1.66672
C 1.64318 4.29672 -2.86762
C 0.57074 4.86453 -3.55549
C -0.65199 4.75715 -2.92958
C -0.83902 3.98851 -1.78634
C -2.25434 3.79287 -1.30394
C -2.70116 4.77693 -0.23574
C -2.49375 2.32255 -0.93860
C 0.28905 3.52542 -1.04825
N 0.22057 2.90442 0.20551
C 0.64173 3.58503 1.21720
C 1.12882 4.96419 1.14959
C 1.71183 5.53016 2.26672
C 1.84859 4.85691 3.45480
C 1.25749 3.56667 3.55905
C 0.73868 3.00228 2.48429
F 0.06618 1.86572 2.63385
H 4.22685 1.43402 -1.60435
H 3.62346 2.31760 -3.09752
H 2.65151 1.17689 -2.25938
H 2.57588 2.37338 -0.25287
H 4.38148 4.34007 -1.67462
H 4.64474 3.53278 -0.15197
H 3.47038 4.82096 -0.24649
H 2.65158 4.42446 -3.26223
H 0.65933 5.44782 -4.47320
H -1.53469 5.10034 -3.47122
H -2.91191 3.94948 -2.15386
H -1.98578 4.85685 0.62186
H -3.71085 4.46922 0.18231
H -2.76452 5.75614 -0.69966
H -1.77512 1.87613 -0.16930
H -2.42130 1.64783 -1.78710
H -3.48328 2.11438 -0.47444
H 1.08326 5.51469 0.25241
H 2.07952 6.55940 2.30741
H 2.40445 5.28488 4.29314
H 1.21322 3.01263 4.52790
N -0.48287 -1.00813 -1.22533
C -1.01033 -1.33620 -2.30483
C -2.22933 -2.27907 -2.29947
C -2.53830 -3.01925 -1.11264
C -3.60174 -3.85808 -1.08136
C -4.35972 -4.08154 -2.22498
C -4.08440 -3.35418 -3.34901
C -3.02930 -2.41609 -3.38758
C -0.46766 -0.81409 -3.52473
C -0.03247 0.49628 -3.57157
C 0.50931 1.08253 -4.68174
C 0.72111 0.22187 -5.79270
C 0.38843 -1.09940 -5.74121
C -0.25782 -1.65096 -4.62753
H -1.87054 -2.83386 -0.29830
H -3.82635 -4.33414 -0.08961
H -5.19991 -4.76486 -2.24152
H -4.63949 -3.55401 -4.26393
H -2.76540 -1.91086 -4.26941
H -0.16729 1.13028 -2.67296
H 0.90236 2.10558 -4.73254
H 1.17330 0.49334 -6.69863
H 0.68426 -1.75187 -6.53485
H -0.58336 -2.72827 -4.67037
Cl 3.03055 -0.18402 0.74590
C 0.48854 -5.34271 3.51698
C 0.96211 -6.31017 2.43369
C -0.12265 -6.74432 1.48638
C 2.22901 -5.92918 1.64120
N 2.02455 -4.89583 0.62186
C 2.14577 -3.58629 0.82578
N 1.67705 -2.99742 -0.24867
N 1.27635 -3.94591 -1.10812
N 1.45056 -5.10709 -0.56611
H -0.25780 -5.93826 4.06763
H 0.10886 -4.43903 3.05237
H 1.27523 -5.06580 4.23299
H 1.30567 -7.17486 3.00395
H -0.60721 -5.86660 1.01046
H -0.97761 -7.20499 1.97670
H 0.24080 -7.51041 0.74133
H 2.48428 -6.86470 1.07757
H 3.07006 -5.52207 2.22975
H 2.48545 -3.01372 1.69644
*
```

Values from the calculation:
Gap between HOMO and LUMO (alpha / beta) ... 0.2871 / 0.2240 hartree
ΔE to the lowest compared entry with this formula, charge and spin ... 16.3 kcal/mol
LUMO (alpha / beta) ... -0.002 / -0.081 Ha
HOMO level (alpha / beta) ... -7.855 / -8.296 eV
Electronic energy ... -82012.7059 eV

=====

Q: The highest electronic energy belongs to which entry?
A: C43H43N4O4SSbW

=====

Q: Which of these has the lowest ΔE to the lowest compared entry with this formula, charge and spin?
A: C43H43N4O4SSbW

=====

Q: What is the formula in the fourth record?
A: C43H45ClFIrN7O4

=====

Q: Which of these has the lowest electronic energy?
A: C43H43N6O2PPbS2Se